{"formula": "C43H72N2OP3PdSSi", "method": "ωB97M-V/def2-TZVPD", "species": ["Pd", "C", "Si", "C", "C", "C", "C", "C", "C", "P", "C", "C", "C", "C", "C", "C", "C", "C", "C", "C", "C", "C", "C", "C", "C", "C", "C", "C", "P", "C", "C", "C", "C", "C", "C", "C", "C", "C", "C", "C", "C", "H", "H", "H", "H", "H", "H", "H", "H", "H", "H", "H", "H", "H", "H", "H", "H", "H", "H", "H", "H", "H", "H", "H", "H", "H", "H", "H", "H", "H", "H", "H", "H", "H", "H", "H", "H", "H", "H", "H", "H", "H", "H", "H", "H", "H", "H", "H", "H", "H", "H", "H", "H", "H", "H", "H", "C", "P", "C", "C", "O", "H", "H", "H", "H", "H", "H", "H", "H", "H", "C", "N", "C", "S", "N", "C", "H", "H", "H", "H", "H", "H", "H", "H"], "coordinates": [[0.441, -0.170, 0.710], [-0.981, -0.936, 4.454], [-0.846, -0.784, 2.539], [-2.280, 0.512, 2.246], [-3.594, 0.261, 2.641], [-4.631, 1.147, 2.382], [-4.363, 2.335, 1.719], [-3.063, 2.619, 1.325], [-2.023, 1.723, 1.574], [-0.285, 2.007, 1.013], [-0.478, 3.319, -0.327], [-0.548, 4.804, 0.036], [-0.803, 5.670, -1.199], [0.257, 5.441, -2.271], [0.354, 3.961, -2.629], [0.607, 3.109, -1.390], [0.427, 2.847, 2.515], [-0.385, 3.895, 3.279], [0.351, 4.229, 4.577], [1.758, 4.812, 4.313], [2.163, 4.697, 2.842], [1.890, 3.306, 2.274], [-1.675, -2.439, 1.954], [-2.314, -3.314, 2.839], [-2.736, -4.581, 2.462], [-2.532, -5.008, 1.159], [-1.930, -4.150, 0.248], [-1.502, -2.877, 0.622], [-0.703, -1.685, -0.567], [-0.201, -2.848, -1.961], [-1.226, -3.242, -3.032], [-0.651, -4.288, -3.988], [0.635, -3.795, -4.648], [1.651, -3.359, -3.597], [1.057, -2.320, -2.650], [-2.236, -0.784, -1.139], [-1.929, 0.195, -2.286], [-3.216, 0.775, -2.894], [-4.294, 0.903, -1.822], [-4.703, -0.485, -1.292], [-3.557, -1.504, -1.416], [-2.007, -1.048, 4.821], [-0.570, -0.033, 4.915], [-0.393, -1.782, 4.822], [-3.818, -0.675, 3.145], [-5.645, 0.909, 2.687], [-5.161, 3.037, 1.503], [-2.873, 3.549, 0.804], [-1.436, 3.042, -0.795], [0.402, 5.104, 0.492], [-1.323, 4.995, 0.778], [-0.838, 6.727, -0.918], [-1.789, 5.419, -1.609], [1.228, 5.778, -1.888], [0.042, 6.042, -3.159], [1.143, 3.803, -3.370], [-0.586, 3.639, -3.094], [1.589, 3.352, -0.966], [0.642, 2.045, -1.642], [0.466, 1.972, 3.178], [-1.377, 3.498, 3.502], [-0.536, 4.805, 2.695], [0.438, 3.304, 5.154], [-0.239, 4.918, 5.186], [2.496, 4.295, 4.931], [1.793, 5.864, 4.611], [3.222, 4.943, 2.726], [1.615, 5.446, 2.263], [2.570, 2.588, 2.739], [2.142, 3.286, 1.212], [-2.463, -3.009, 3.870], [-3.210, -5.236, 3.185], [-2.837, -6.001, 0.847], [-1.785, -4.507, -0.763], [0.096, -3.760, -1.425], [-1.499, -2.351, -3.607], [-2.150, -3.613, -2.592], [-1.392, -4.549, -4.749], [-0.439, -5.206, -3.426], [0.398, -2.938, -5.289], [1.057, -4.568, -5.297], [2.554, -2.972, -4.082], [1.961, -4.233, -3.010], [0.807, -1.410, -3.212], [1.785, -2.016, -1.899], [-2.416, -0.179, -0.241], [-1.341, -0.293, -3.069], [-1.300, 0.993, -1.889], [-3.582, 0.125, -3.696], [-3.008, 1.745, -3.355], [-5.168, 1.434, -2.207], [-3.902, 1.507, -1.000], [-5.576, -0.853, -1.840], [-4.998, -0.396, -0.244], [-3.557, -1.930, -2.422], [-3.714, -2.328, -0.719], [3.445, -2.344, 2.986], [3.581, -3.727, 1.846], [2.831, -3.143, 0.320], [2.400, -4.940, 2.486], [4.961, -4.271, 1.660], [2.418, -1.975, 3.013], [4.085, -1.534, 2.640], [3.773, -2.668, 3.975], [1.834, -2.729, 0.500], [2.797, -3.967, -0.398], [3.452, -2.340, -0.074], [1.409, -4.490, 2.571], [2.731, -5.282, 3.467], [2.350, -5.796, 1.813], [5.315, -1.793, -2.133], [5.212, -0.685, -1.190], [4.071, 0.029, -1.003], [3.656, 0.671, 0.481], [3.231, 0.136, -2.057], [3.649, 0.227, -3.444], [5.909, -2.581, -1.675], [5.789, -1.499, -3.072], [4.325, -2.200, -2.351], [5.733, -0.783, -0.332], [2.373, 0.610, -1.796], [3.677, -0.746, -3.939], [4.635, 0.690, -3.527], [2.932, 0.852, -3.972]], "forces_ev_per_a": [[0.4, 0.1, -0.3], [0.1, 0.0, 0.0], [-0.1, -0.1, 0.1], [0.0, 0.0, 0.1], [-0.1, 0.0, 0.0], [0.0, 0.0, 0.0], [0.0, 0.1, 0.0], [0.0, 0.0, 0.1], [0.0, 0.0, 0.0], [0.0, 0.0, -0.1], [0.0, 0.0, 0.0], [0.0, 0.0, 0.0], [0.0, 0.0, 0.0], [0.0, 0.0, 0.0], [0.0, 0.0, 0.0], [0.0, 0.0, 0.0], [0.0, -0.1, 0.0], [0.0, 0.0, 0.0], [0.0, 0.0, 0.0], [0.0, 0.0, 0.0], [0.0, 0.0, 0.0], [0.0, 0.0, 0.0], [0.0, 0.0, 0.0], [0.0, 0.0, 0.0], [0.0, 0.0, 0.0], [0.0, 0.0, 0.0], [0.0, 0.0, 0.0], [0.0, 0.0, 0.0], [-0.2, -0.1, 0.1], [-0.1, 0.0, 0.0], [0.0, 0.0, 0.0], [0.0, 0.0, 0.0], [0.0, 0.0, 0.0], [0.0, 0.0, 0.0], [0.1, 0.1, 0.0], [0.0, 0.0, 0.0], [0.0, 0.0, 0.0], [0.0, 0.0, 0.0], [0.0, 0.0, 0.0], [0.0, 0.0, 0.0], [0.0, 0.0, 0.0], [0.0, 0.0, 0.0], [0.0, 0.0, 0.0], [0.0, 0.0, 0.0], [0.0, 0.0, 0.0], [0.0, 0.0, 0.0], [0.0, 0.0, 0.0], [0.0, 0.0, 0.0], [0.0, 0.0, 0.0], [0.0, 0.0, 0.0], [0.0, 0.0, 0.0], [0.0, 0.0, 0.0], [0.0, 0.0, 0.0], [0.0, 0.0, 0.0], [0.0, 0.0, 0.0], [0.0, 0.0, 0.0], [0.0, 0.0, 0.0], [0.0, 0.0, 0.0], [0.0, 0.0, 0.0], [0.0, 0.0, 0.0], [0.0, 0.0, 0.0], [0.0, 0.0, 0.0], [0.0, 0.0, 0.0], [0.0, 0.0, 0.0], [0.0, 0.0, 0.0], [0.0, 0.0, 0.0], [0.0, 0.0, 0.0], [0.0, 0.0, 0.0], [0.0, 0.0, 0.0], [0.0, 0.0, 0.0], [0.0, 0.0, 0.0], [0.0, 0.0, 0.0], [0.0, 0.0, 0.0], [0.0, 0.0, 0.0], [0.0, 0.0, 0.0], [0.0, 0.0, 0.0], [0.0, 0.0, 0.0], [0.0, 0.0, 0.0], [0.0, 0.0, 0.0], [0.0, 0.0, 0.0], [0.0, 0.0, 0.0], [0.0, 0.0, 0.0], [0.0, 0.0, 0.0], [0.0, 0.0, 0.0], [0.0, 0.0, 0.0], [0.0, 0.0, 0.0], [0.0, 0.0, 0.0], [0.0, 0.0, 0.0], [0.0, 0.0, 0.0], [0.0, 0.0, 0.0], [0.0, 0.0, 0.0], [0.0, 0.0, 0.0], [0.0, 0.0, 0.0], [0.0, 0.0, 0.0], [0.0, 0.0, 0.0], [0.0, 0.0, 0.0], [0.1, -0.1, 0.0], [-0.1, -0.1, 0.0], [0.1, 0.0, 0.0], [0.0, 0.0, 0.0], [-0.1, 0.1, 0.1], [-0.1, 0.0, 0.0], [0.0, 0.1, 0.0], [0.0, 0.0, 0.0], [0.0, 0.0, 0.0], [0.0, 0.0, 0.0], [0.0, 0.0, 0.0], [0.0, 0.0, 0.0], [0.0, 0.0, 0.0], [0.0, 0.0, 0.0], [0.0, 0.0, 0.0], [0.1, 0.0, 0.0], [-0.3, -0.2, 0.0], [0.0, 0.0, 0.2], [0.1, 0.3, 0.0], [-0.1, 0.0, -0.1], [0.0, 0.0, 0.0], [0.0, 0.0, 0.0], [0.1, 0.0, 0.0], [0.0, 0.0, -0.1], [0.0, -0.1, 0.0], [0.0, 0.0, 0.0], [0.0, 0.0, 0.0], [0.0, 0.0, 0.0]], "mulliken_charge": [-0.894, -1.479, 0.204, 0.332, -0.216, -1.058, -0.577, -0.620, 0.460, 0.059, 0.819, -0.437, -1.102, -0.806, -0.704, 0.313, 0.643, -0.309, -0.920, -0.719, -1.086, 0.199, 0.270, -0.196, -0.889, -1.044, -0.183, 0.120, 0.218, 0.307, -0.701, -1.162, -0.996, -0.714, 0.986, 1.804, 0.414, -1.450, 0.307, -1.088, -0.797, 0.382, 0.269, 0.278, 0.254, 0.343, 0.344, 0.163, 0.528, -0.090, 0.334, 0.403, 0.392, 0.320, 0.472, 0.402, 0.214, 0.239, -0.914, 0.285, 0.173, 0.134, 0.282, 0.447, 0.339, 0.388, 0.524, 0.134, 0.363, -0.101, 0.286, 0.381, 0.390, 0.217, 0.991, 0.200, 0.461, 0.439, 0.364, 0.333, 0.458, 0.371, 0.261, 0.206, -0.921, -1.052, -0.159, -0.769, 0.423, 0.531, 0.550, -0.554, 0.491, 0.308, 0.430, 0.185, -0.779, 1.103, 1.174, -0.991, -0.884, -0.095, 0.224, 0.444, -0.939, 0.249, -0.810, 0.126, 0.397, 0.351, -0.812, -0.155, 0.048, -0.176, 0.700, -1.045, 0.388, 0.293, 0.134, 0.353, -0.672, 0.221, 0.421, 0.304], "energy_ev": -100852.570, "total_charge": -1, "homo_ev": -2.326, "gap_ha": 0.171}